Record 1
Below is C30H33N4O4RuS as an isolated structure, with properties calculated with ωB97M-V/def2-TZVPD.

The geometry in XYZ format:
```
73
Properties=species:S:1:pos:R:3:forces:R:3:lowdin_spin:R:1
Ru 0.370795 -0.461624 0.003753 0.0 0.0 0.4 0.694
C -1.882047 -0.144526 5.381724 0.0 0.0 0.0 0.000
C -0.955497 -0.830726 4.417087 0.0 0.0 0.0 0.000
C -0.821308 -2.218916 4.410739 0.0 0.0 0.0 0.001
C -0.000984 -2.862962 3.499235 -0.1 0.0 0.0 0.001
C 0.702760 -2.113434 2.573001 0.0 -0.1 0.1 0.004
C 0.603493 -0.727207 2.582521 0.0 0.1 -0.2 0.001
C -0.225553 -0.092041 3.494428 0.0 0.1 0.1 0.000
S 1.639005 -2.963587 1.319983 0.0 0.2 0.0 0.024
O 2.906366 -3.383073 1.849759 0.0 0.1 0.0 0.002
O 0.774840 -3.945655 0.739762 0.1 -0.1 0.1 0.007
N 1.843354 -1.721162 0.271748 0.1 -0.1 -0.3 0.198
C 3.190144 -1.208123 0.040071 0.0 -0.1 -0.2 0.021
C 3.158810 0.314051 -0.101657 -0.1 0.1 0.0 0.005
O 4.180334 0.939585 -0.273644 0.0 0.0 0.0 0.008
O 1.962354 0.846574 -0.036381 0.2 0.0 0.0 0.007
H -2.095854 -0.776593 6.242449 0.0 0.0 0.0 0.000
H -2.833102 0.090965 4.897742 0.0 0.0 0.0 0.000
H -1.453382 0.791543 5.739994 0.0 0.0 0.0 0.000
H -1.389526 -2.808253 5.120254 0.0 0.0 0.0 0.000
H 0.059321 -3.942946 3.475414 0.0 0.0 0.0 0.000
H 1.230021 -0.098399 1.931994 0.1 0.0 0.2 0.001
H -0.294846 0.990248 3.487758 0.0 0.0 0.0 0.000
H 3.618076 -1.623211 -0.877296 0.0 0.0 0.0 0.008
H 3.863427 -1.473706 0.853994 0.0 0.0 0.0 0.001
C -3.183214 0.398108 1.581924 0.0 0.0 0.0 0.000
C -2.361295 1.644048 1.734145 0.0 0.1 -0.1 0.000
C -2.623767 2.507963 2.795288 0.0 0.0 0.0 0.000
C -1.914782 3.683065 2.959160 0.0 0.0 0.0 0.000
C -0.937613 4.031972 2.041023 0.0 0.0 0.0 0.000
C -0.642084 3.212175 0.958661 0.0 -0.1 0.1 0.000
C 0.399685 3.636401 -0.040222 0.0 0.0 0.0 0.000
C -1.351901 2.007366 0.839875 -0.1 0.0 0.0 0.003
N -0.977805 1.122688 -0.237388 0.1 0.2 0.0 0.000
C -1.295666 1.377774 -1.452727 -0.3 -0.1 0.1 0.006
C -2.270320 2.423634 -1.881180 0.0 0.0 0.0 0.001
C -0.624473 0.526261 -2.456638 0.1 -0.1 -0.1 -0.007
C -0.917443 0.696484 -3.910043 0.0 0.0 0.0 -0.002
N 0.219672 -0.315655 -1.971635 -0.1 0.1 -0.1 0.004
C 1.095255 -1.083832 -2.819088 0.1 0.2 -0.1 0.003
C 2.192912 -0.436617 -3.403519 0.0 0.0 0.0 0.001
C 2.431207 1.046500 -3.292776 -0.1 0.0 0.0 0.000
C 3.074779 -1.219386 -4.141339 -0.1 0.0 0.0 0.000
C 2.853286 -2.576129 -4.310996 0.0 0.0 0.0 0.000
C 1.734903 -3.171472 -3.752831 0.0 0.0 0.0 0.000
C 0.832645 -2.439987 -2.987599 0.0 -0.2 0.0 0.000
C -0.375699 -3.098896 -2.387893 0.2 -0.1 0.1 0.000
H -4.182044 0.565668 1.985462 0.0 0.0 0.0 0.000
H -2.735393 -0.441659 2.114546 0.0 0.0 0.0 0.000
H -3.276324 0.078326 0.546756 0.0 0.0 0.0 0.000
H -3.409201 2.244778 3.493991 0.0 0.0 0.0 0.000
H -2.133884 4.338038 3.792520 0.0 0.0 0.0 0.000
H -0.388714 4.958016 2.157630 0.0 0.0 0.0 0.000
H 0.953084 4.490966 0.345304 0.0 0.0 0.0 0.000
H -0.059944 3.949241 -0.983078 0.0 0.0 0.0 0.000
H 1.109443 2.837093 -0.247441 0.0 0.0 0.0 0.000
H -2.546698 3.065817 -1.049693 0.0 0.0 0.0 0.000
H -3.171142 1.932775 -2.258706 0.0 0.0 0.0 0.000
H -1.866039 3.032129 -2.690018 0.0 0.0 0.0 0.001
H -1.989321 0.578415 -4.080817 0.0 0.0 0.0 0.000
H -0.378764 -0.033364 -4.507596 0.0 0.0 0.0 0.000
H -0.643823 1.698756 -4.243458 0.0 0.0 0.0 0.000
H 2.377141 1.409932 -2.269710 0.0 0.0 0.1 0.000
H 1.697633 1.605073 -3.880338 0.0 0.0 0.0 0.000
H 3.414710 1.293468 -3.686893 0.0 0.0 0.0 0.000
H 3.940070 -0.748215 -4.590127 0.0 0.0 0.0 0.000
H 3.549826 -3.169652 -4.888784 0.0 0.0 0.0 0.000
H 1.553728 -4.229246 -3.895736 0.0 0.0 0.0 0.000
H -0.482819 -4.107605 -2.782751 0.0 0.0 0.0 0.000
H -1.291537 -2.546365 -2.606386 0.0 0.0 0.1 0.000
H -0.292767 -3.174547 -1.298121 0.0 -0.1 -0.3 0.000
N -2.070583 -2.451036 0.392293 -0.1 0.2 0.0 0.013
C -1.185920 -1.726094 0.222521 -0.1 0.0 0.1 -0.005
```
Forces are in eV/Å.

## Properties
Max |F| (hartree/bohr): 0.0084
Electronic energy (eV): -59214.055
Highest occupied orbital energy (alpha / beta) (eV): -8.791 / -8.838
Spin multiplicity: 2
Energy relative to the best compared isomer or geometry (same formula, charge and spin) (eV): 0.0000
Expectation value of S²: 0.756
Kohn-Sham gap (alpha / beta) (eV): 7.50 / 7.17

Record 2
Below is one molecule with the formula CH4ClN3 at a distorted geometry, with properties calculated with ωB97M-V/def2-TZVPD.

The geometry in XYZ format:
```
9
Properties=species:S:1:pos:R:3:forces:R:3:lowdin_charge:R:1
C -0.781278 0.672844 0.750427 -1.6 -0.7 2.2 -0.548
N 0.942741 -0.792912 -1.050311 -2.4 -0.3 5.7 0.047
N 0.357648 0.321969 -1.313726 -0.8 2.5 0.5 -0.070
N -0.279262 1.016678 -0.458132 1.1 -0.1 -2.9 -0.096
Cl 0.262621 -0.506673 1.817136 -0.6 0.1 0.1 0.437
H -0.951461 1.487711 1.472652 0.8 0.1 -0.7 0.062
H -1.844239 0.325409 0.626125 1.1 -0.7 0.1 0.098
H 1.414154 -1.231524 -1.707536 2.5 -1.9 -4.2 0.037
H 0.879076 -1.293502 -0.136636 -0.1 0.9 -1.0 0.032
```
Forces are in eV/Å.

## Properties
Max |F| (hartree/bohr): 0.1204
SMILES string: N/N=N\CCl
Electronic energy (eV): -18091.921
Highest occupied orbital energy (eV): -9.427
Energy relative to the best compared isomer or geometry (same formula, charge and spin) (eV): 1.6373
Kohn-Sham gap (eV): 10.25

Record 3
Below is C37H48N10O6PbS2 as an isolated structure, with properties calculated with ωB97M-V/def2-TZVPD.

The geometry in XYZ format:
```
104
Properties=species:S:1:pos:R:3:forces:R:3:lowdin_charge:R:1
Pb -0.277265 -0.153842 0.387334 0.0 0.0 0.1 1.337
N -0.812868 1.538790 2.255938 0.0 0.0 -0.1 -0.065
C 0.230488 2.436460 2.788167 0.0 0.0 0.1 -0.240
C 1.336089 1.666752 3.497281 0.0 0.0 0.0 -0.176
C 2.309364 0.926588 2.591068 0.1 0.0 0.0 -0.244
N 1.724895 -0.316713 2.053864 -0.1 -0.1 0.0 -0.062
H -1.569723 2.085105 1.853391 0.0 0.0 0.0 0.079
H -1.230070 1.000335 3.010277 0.0 0.0 0.0 0.043
H -0.204934 3.161925 3.481529 0.0 0.0 0.0 0.121
H 0.648184 2.987627 1.945835 0.0 0.0 0.0 0.104
H 0.894563 0.968226 4.219797 0.0 0.0 0.0 0.113
H 1.907720 2.377898 4.096450 0.0 0.0 0.0 0.123
H 3.226379 0.708349 3.147119 0.0 0.0 0.0 0.120
H 2.575361 1.552376 1.739016 0.0 0.0 0.0 0.104
H 1.474314 -0.938471 2.818708 0.0 0.0 0.0 0.069
H 2.419466 -0.818149 1.507832 0.0 0.0 0.0 0.083
N 1.570220 -0.067232 -4.224736 0.0 0.0 0.0 0.190
C 1.263157 -0.583569 -3.014395 0.1 0.0 0.1 -0.635
N 2.108217 -1.518411 -2.513139 0.0 0.0 -0.1 0.196
O 0.257033 -0.213611 -2.388440 0.0 0.0 -0.1 -0.128
H 2.432303 -0.274809 -4.696227 0.0 0.0 0.0 0.115
H 1.044279 0.731785 -4.528642 0.0 0.0 0.0 0.108
H 2.820341 -1.934478 -3.088242 0.0 0.0 0.0 0.115
H 1.773502 -2.059544 -1.732355 0.0 0.0 0.1 0.059
N 0.670094 -2.804724 0.119840 0.2 -0.1 -0.1 0.169
C 0.141864 -3.825226 -0.392397 0.0 0.1 0.2 -0.318
C 0.951638 -4.994002 -0.816369 0.0 -0.1 -0.1 -0.184
C 0.457957 -5.856493 -1.793168 0.1 0.0 0.0 -0.016
C 1.231384 -6.924351 -2.222807 0.0 0.0 0.0 -0.051
C 2.486444 -7.136015 -1.675148 0.1 0.0 0.0 -0.055
C 2.979286 -6.279642 -0.696768 0.0 0.0 0.0 -0.061
C 2.216664 -5.208731 -0.268050 0.0 0.0 0.0 -0.036
C -1.346405 -3.819598 -0.531363 -0.1 -0.1 0.0 -0.225
C -1.977323 -2.772572 -1.194264 0.0 0.0 0.0 -0.079
C -3.362026 -2.721685 -1.236181 -0.1 0.0 0.0 -0.070
C -4.112335 -3.709634 -0.615060 0.0 0.0 0.0 -0.058
C -3.479852 -4.762912 0.031075 0.0 0.0 0.0 -0.052
C -2.096799 -4.826262 0.068036 0.0 0.0 0.0 -0.031
H -0.520685 -5.689571 -2.217809 -0.1 0.0 0.0 0.121
H 0.851225 -7.593650 -2.981637 0.0 0.0 0.0 0.115
H 3.082957 -7.975388 -2.004375 0.0 0.0 0.0 0.115
H 3.953879 -6.457149 -0.264068 0.0 0.0 0.0 0.112
H 2.586503 -4.548101 0.505254 0.0 0.0 0.0 0.107
H -1.384482 -2.028180 -1.714916 0.0 0.0 0.0 0.081
H -3.857819 -1.915205 -1.761353 0.0 0.0 0.0 0.106
H -5.192508 -3.670136 -0.647640 0.0 0.0 0.0 0.114
H -4.067408 -5.537613 0.504171 0.0 0.0 0.0 0.116
H -1.599535 -5.645951 0.569613 0.0 0.0 0.0 0.127
C 6.688522 3.645077 1.150788 0.0 0.0 0.0 -0.034
C 5.696951 4.177647 0.161042 0.0 0.0 0.0 -0.247
C 4.756100 5.132286 0.540333 0.0 0.0 0.0 -0.019
C 3.842269 5.631471 -0.369191 -0.1 0.0 0.0 -0.039
C 3.868035 5.158996 -1.675959 0.0 0.0 0.0 -0.304
C 4.795808 4.205851 -2.080739 0.0 0.0 0.0 -0.042
C 5.703712 3.725140 -1.159203 0.0 0.0 0.0 -0.013
S 2.768430 5.831230 -2.841401 -0.1 0.1 -0.1 0.695
O 2.179130 7.015823 -2.313539 0.0 0.0 0.0 -0.242
O 3.299208 5.717922 -4.155800 0.0 -0.1 0.0 -0.238
N 1.428436 4.740975 -2.887718 0.3 -0.2 0.4 -0.005
C 0.347566 4.792406 -1.939213 -0.3 0.2 -0.1 -0.168
C -0.139168 3.377164 -1.680018 0.0 0.1 0.0 -0.063
C 1.083953 2.557744 -1.284359 0.0 0.0 0.0 -0.599
O 2.068141 2.717891 -2.055350 0.2 0.0 0.0 0.091
O 1.097670 1.839178 -0.266211 -0.2 -0.1 0.1 -0.142
H 6.850896 4.345118 1.967686 0.0 0.0 0.0 0.085
H 7.646564 3.440532 0.675993 0.0 0.0 0.0 0.088
H 6.330766 2.706698 1.580401 0.0 0.0 0.0 0.086
H 4.764520 5.515083 1.552397 0.0 0.0 0.0 0.121
H 3.140472 6.404580 -0.089670 0.0 0.0 0.0 0.118
H 4.815868 3.870522 -3.107168 0.0 0.0 0.0 0.123
H 6.444220 2.999939 -1.470074 0.0 0.0 0.0 0.124
H 1.437214 4.041975 -3.616073 -0.1 0.2 -0.3 0.136
H -0.458699 5.416311 -2.344509 0.0 0.0 0.0 0.154
H 0.705379 5.288909 -1.035428 0.0 0.0 0.0 0.136
H -0.535140 2.964534 -2.611699 0.0 -0.1 0.0 0.121
H -0.922845 3.337291 -0.925134 0.0 0.0 0.0 0.124
C 0.084414 -3.527903 3.653913 0.0 -0.1 0.0 -0.014
N -0.625978 -2.496641 4.388801 -0.2 0.2 0.0 -0.119
C -0.527073 -2.268823 5.750780 -0.1 0.1 0.1 -0.031
C -1.428078 -1.318523 6.069025 0.1 -0.1 0.1 -0.049
N -2.067156 -0.976305 4.894856 0.1 -0.1 -0.1 0.073
C -1.586207 -1.704834 3.860651 0.0 -0.1 -0.1 -0.772
S -2.133339 -1.678471 2.252895 0.0 0.1 0.0 0.600
H 0.963589 -3.815496 4.225542 0.0 0.0 0.0 0.102
H 0.370023 -3.145517 2.678958 0.0 0.0 -0.1 0.042
H -0.562568 -4.393877 3.511421 0.0 0.0 0.0 0.108
H 0.167951 -2.810112 6.365234 0.0 0.0 0.0 0.133
H -1.675458 -0.869386 7.012396 0.0 0.0 0.0 0.128
H -2.866238 -0.371925 4.802401 0.0 0.0 0.0 0.158
N -2.593277 1.297739 -4.750643 0.2 0.0 0.0 0.181
C -3.508495 1.989207 -4.018029 -0.1 0.0 0.1 -0.504
O -4.164934 2.903089 -4.461819 0.0 0.0 0.0 0.096
C -3.643686 1.579530 -2.577514 -0.1 0.0 0.1 -0.106
C -4.855542 1.785727 -1.924537 0.1 0.0 0.0 0.033
C -4.963980 1.428482 -0.591811 0.0 0.0 0.0 -0.017
C -3.849224 0.914116 0.053159 -0.1 0.0 0.0 -0.138
N -2.674229 0.754062 -0.555636 0.1 0.0 0.1 -0.028
C -2.584403 1.063345 -1.850134 0.0 0.0 -0.1 -0.129
H -2.560931 1.500255 -5.737109 0.0 0.0 0.0 0.121
H -2.235357 0.412934 -4.435751 0.0 0.0 0.0 0.097
H -5.682788 2.219244 -2.470778 0.0 0.0 0.0 0.136
H -5.892528 1.549335 -0.053596 0.0 0.0 0.0 0.118
H -3.893532 0.608169 1.092169 0.0 0.0 0.0 0.087
H -1.615353 0.898271 -2.307912 0.0 0.0 0.0 0.072
```
Forces are in eV/Å.

## Properties
Max |F| (hartree/bohr): 0.0117
Charge: +2
Electronic energy (eV): -93241.086
Highest occupied orbital energy (alpha / beta) (eV): -12.855 / -12.853
Kohn-Sham gap (alpha / beta) (eV): 5.58 / 7.20

Record 4
Below is a 12-piece molecular cluster, C12H48N2O12 overall at a distorted geometry, with properties calculated with ωB97M-V/def2-TZVPD.

The geometry in XYZ format:
```
74
Properties=species:S:1:pos:R:3:forces:R:3:lowdin_charge:R:1
C 3.681801 2.464257 2.153431 -0.9 0.9 -0.9 -0.162
O 3.357041 1.702177 1.018401 0.3 -0.9 -0.3 -0.138
H 4.230541 3.299937 1.719121 0.3 0.1 0.7 0.082
H 2.708051 2.823997 2.485831 0.2 0.5 0.9 0.070
H 4.216611 1.954597 2.954871 0.2 -0.1 -0.1 0.075
H 2.624811 1.138537 1.278671 -0.2 -0.4 -0.4 0.028
C -3.152199 1.800087 0.733531 0.7 -0.7 1.3 -0.095
O -4.243619 1.258797 1.577771 1.0 0.7 -1.9 -0.116
H -3.245089 2.791797 0.290821 -0.8 0.0 0.4 0.061
H -2.241819 1.785827 1.332791 0.1 0.5 0.4 0.060
H -2.796469 1.143507 -0.060479 -1.2 -0.5 -0.1 0.058
H -4.200969 1.667997 2.445141 0.1 0.1 -0.1 0.081
C 1.965971 -3.210903 3.229551 0.7 0.0 0.2 -0.160
O 0.650091 -3.674483 2.982381 -0.2 0.2 0.3 -0.113
H 2.174791 -3.123523 4.295791 -0.6 0.0 0.3 0.075
H 2.799471 -3.836073 2.909331 -0.3 -0.3 -0.6 0.080
H 2.121291 -2.215363 2.813751 -0.1 0.0 -0.3 0.056
H 0.585351 -4.430813 2.394691 0.6 0.1 0.0 0.077
C -0.654579 0.147407 3.707691 -0.5 0.8 -0.7 -0.119
O 0.642511 0.453987 3.241551 0.8 -0.1 0.0 -0.138
H -1.038699 0.983527 4.292031 0.0 -0.2 0.6 0.083
H -1.249589 0.215917 2.797001 -0.3 -0.7 0.1 0.061
H -0.728749 -0.822603 4.199311 -0.1 0.1 0.0 0.094
H 1.248941 0.550097 3.979521 0.0 -0.1 0.1 0.093
C 4.822861 -1.121213 1.329381 -2.0 1.2 0.7 -0.196
O 4.967931 -2.481023 1.549871 1.0 -1.0 -0.3 -0.108
H 4.834781 -0.627143 2.300901 0.3 0.3 0.1 0.072
H 5.419631 -0.530073 0.634761 0.7 -0.7 -0.2 0.084
H 3.795461 -1.021163 0.979321 -0.2 0.7 -0.2 0.044
H 4.300901 -2.875133 0.983011 0.0 -0.5 -0.3 0.034
C 1.255561 4.123767 -0.825939 2.9 -1.2 0.7 -0.199
O 0.680761 5.344987 -0.873079 -2.5 2.4 -1.1 -0.107
H 1.322651 3.852187 0.227551 -0.1 -1.1 -0.1 0.083
H 0.889971 3.365927 -1.518859 -1.0 0.2 0.4 0.086
H 2.278591 4.217797 -1.190149 0.5 -0.2 0.2 0.085
H 1.120891 5.988637 -0.313079 0.1 -0.3 -0.1 0.102
C -2.270239 4.031137 -1.909129 0.0 -0.5 -1.0 -0.176
O -1.527539 4.719347 -2.888729 0.3 0.4 0.1 -0.111
H -1.590929 3.448717 -1.286689 -0.2 0.0 0.4 0.057
H -2.931289 4.675077 -1.329079 0.1 0.0 0.2 0.084
H -2.853949 3.343117 -2.520689 -0.4 -0.1 0.5 0.063
H -0.784279 5.109907 -2.423289 0.3 0.4 0.0 0.038
C -0.161879 -0.040583 -0.084949 0.6 -1.6 1.1 -0.095
O 1.096131 -0.270373 0.599151 -0.1 0.6 -1.1 -0.155
H -0.139999 -0.725783 -0.932379 0.0 0.6 -0.5 0.047
H -0.964209 -0.472963 0.512891 -0.2 0.4 0.2 0.076
H -0.351569 1.005827 -0.323989 0.2 -0.1 -0.1 0.075
H 0.994391 -0.468483 1.532961 -0.4 0.2 0.3 0.038
C -1.305029 -2.931723 -2.261789 -1.3 1.0 -0.3 -0.159
O -1.430749 -3.788473 -3.379819 0.5 -0.7 0.0 -0.106
H -1.478419 -3.346383 -1.268769 0.4 -0.7 -0.1 0.088
H -0.369289 -2.374233 -2.302949 0.0 -0.3 0.0 0.053
H -2.153069 -2.261063 -2.400109 0.3 0.8 0.6 0.046
H -2.369459 -3.842623 -3.573429 0.1 -0.3 -0.1 0.074
C -2.543519 0.407237 -3.574479 -1.5 -0.6 1.6 -0.106
O -3.632769 -0.540203 -3.406449 0.3 0.1 -0.9 -0.147
H -1.935969 0.142467 -2.709109 1.2 0.4 -0.5 0.056
H -2.113089 0.291307 -4.569169 0.3 0.5 0.3 0.092
H -2.980679 1.373677 -3.323519 0.3 0.1 -0.7 0.061
H -3.222229 -1.316883 -3.793529 -0.6 -0.5 0.0 0.040
C -4.362199 -2.027693 0.191241 0.0 -0.9 0.6 -0.173
O -5.058529 -1.453893 1.274261 -0.3 -0.1 0.0 -0.120
H -4.017679 -2.976303 0.603001 0.4 -0.1 -0.1 0.076
H -4.984629 -2.331713 -0.650339 -0.3 0.5 -0.2 0.074
H -3.496329 -1.463573 -0.155369 0.0 0.2 0.0 0.056
H -5.126739 -0.497983 1.217881 0.2 0.2 -0.2 0.034
C 2.571491 -2.542663 -1.638059 -0.1 -3.0 0.5 -0.750
O 2.819581 -3.198273 -0.630519 0.3 0.7 0.7 0.034
N 2.530571 -1.260293 -1.823629 0.2 4.3 1.3 0.185
N 2.236151 -3.134993 -2.766189 -0.6 -2.4 -2.7 0.155
H 2.153061 -0.912603 -2.693509 0.1 0.2 0.5 0.114
H 2.321581 -0.762753 -0.969889 0.1 0.6 0.0 0.080
H 2.278261 -4.142323 -2.826449 0.0 0.3 -0.2 0.124
H 2.009521 -2.569233 -3.571569 0.1 -0.7 0.0 0.107
```
Forces are in eV/Å.

## Properties
Max |F| (hartree/bohr): 0.0874
SMILES string: NC(N)=O.CO.CO.CO.CO.CO.CO.CO.CO.CO.CO.CO
Electronic energy (eV): -40766.726
Highest occupied orbital energy (eV): -9.585
Energy relative to the best compared isomer or geometry (same formula, charge and spin) (eV): 0.1157
Kohn-Sham gap (eV): 9.79

Which of these has the lowest electronic energy?
C37H48N10O6PbS2